53
Properties=species:S:1:pos:R:3:forces:R:3:lowdin_charge:R:1 method="wB97M-V/def2-TZVPD" de_lowest_kcal_mol=0.00 mol_weight_g_mol=405.54 spin_multiplicity=1 charge=+1 orbital_gap_ev=7.9
Ca -0.77287 -1.30545 0.40095 -0.072 0.004 0.039 1.398
C 3.63429 2.47026 1.67897 -0.010 0.002 0.013 -0.074
C 2.32013 2.21099 2.03673 0.000 0.011 0.008 -0.079
C 1.58564 1.27026 1.32994 0.017 -0.030 -0.032 -0.043
C 2.16432 0.59299 0.26281 -0.011 0.002 0.013 -0.251
C 3.48495 0.84476 -0.09460 0.006 0.018 0.005 -0.018
C 4.21145 1.78403 0.61639 0.001 -0.010 -0.015 -0.064
N 1.34112 -0.36689 -0.40992 0.067 0.011 -0.021 -0.065
N 1.79500 -0.77999 -1.49372 0.004 0.003 -0.012 0.073
C 1.02954 -1.73748 -2.21187 0.012 -0.030 -0.043 -0.337
C 1.63507 -2.10701 -3.41561 0.003 0.011 0.014 -0.035
C 1.01173 -3.03269 -4.23183 0.016 0.002 -0.011 -0.084
C -0.20299 -3.57019 -3.82829 -0.010 -0.002 0.011 -0.087
C -0.78320 -3.18189 -2.62077 0.020 -0.002 -0.019 -0.168
C -0.20151 -2.24971 -1.75594 -0.030 0.042 0.073 -0.224
H 4.21230 3.19987 2.22992 0.001 0.000 0.000 0.109
H 1.87009 2.73782 2.86844 -0.002 -0.002 -0.001 0.103
H 0.55281 1.07151 1.59552 -0.017 0.014 0.012 0.078
H 3.92472 0.30294 -0.91920 0.001 0.002 0.002 0.108
H 5.23972 1.98063 0.34368 0.000 0.001 0.001 0.111
H 2.58367 -1.66105 -3.68744 -0.001 -0.004 -0.007 0.109
H 1.46378 -3.33148 -5.16793 -0.004 -0.002 -0.001 0.105
H -0.70296 -4.29564 -4.45912 -0.003 0.000 0.003 0.103
H -1.73541 -3.63722 -2.36051 -0.004 0.001 -0.005 0.079
N 0.54403 -5.26014 1.96841 0.002 -0.008 0.016 0.078
C 0.21660 -4.86607 3.24315 -0.006 0.009 0.009 -0.073
C -0.30508 -3.61953 3.11599 -0.008 -0.009 -0.009 -0.137
N -0.30215 -3.24836 1.78580 0.020 0.008 -0.014 -0.093
C 0.21954 -4.26661 1.12532 -0.009 0.004 0.010 -0.186
H 0.95498 -6.14071 1.70738 0.000 0.005 -0.017 0.165
H 0.37919 -5.49198 4.10155 0.003 -0.003 -0.003 0.121
H -0.68130 -2.97248 3.88912 0.002 0.001 0.001 0.105
H 0.36829 -4.30517 0.05664 0.002 -0.013 0.001 0.120
C -1.67576 1.18285 -1.94871 -0.013 -0.008 -0.011 -0.026
N -2.03859 2.19283 -0.96422 -0.009 -0.018 0.012 -0.122
C -2.87925 3.28159 -1.45280 -0.001 0.000 -0.002 -0.033
C -1.95372 1.86884 0.34435 0.063 0.042 0.000 -0.495
O -1.78850 0.67125 0.70071 -0.018 -0.061 -0.027 -0.194
N -2.03352 2.84572 1.27301 -0.016 -0.005 0.009 -0.126
C -2.17756 2.46776 2.67054 0.001 0.001 -0.002 -0.030
C -1.55498 4.20291 1.03543 0.006 -0.005 0.000 -0.035
H -1.53854 1.67485 -2.90925 0.004 0.004 0.001 0.104
H -2.44791 0.41628 -2.05852 0.002 0.005 0.003 0.102
H -0.73149 0.70872 -1.68673 -0.005 0.003 -0.001 0.060
H -3.59539 2.87623 -2.16873 -0.001 0.000 0.001 0.100
H -2.29115 4.05370 -1.95016 0.001 -0.001 -0.001 0.098
H -3.43790 3.72655 -0.63518 -0.002 0.001 0.000 0.089
H -2.78759 1.57401 2.75592 -0.001 0.000 0.000 0.091
H -2.66888 3.28217 3.20024 -0.002 0.000 -0.001 0.099
H -1.20656 2.28278 3.13947 0.003 0.001 -0.003 0.090
H -1.06603 4.26971 0.06820 -0.004 0.001 0.001 0.090
H -0.81820 4.45024 1.80124 -0.002 0.001 0.003 0.096
H -2.36397 4.93272 1.08524 0.002 0.003 -0.001 0.097